1.
74
Properties=species:S:1:pos:R:3 method="wB97M-V/def2-TZVPD" energy_ev=-70899.810 total_charge=+3 lumo_ev="-11.873 / -10.559" homo_lumo_gap_ev="4.68 / 6.05" e_above_lowest_ev=0.186 multiplicity=1
Tl 2.502 1.628 -0.305
P 0.668 3.547 0.954
P -0.677 1.492 -1.688
P 1.865 -0.686 1.926
H 1.771 -1.781 -4.168
C 2.060 -2.378 -3.283
C 1.138 -3.092 -2.590
H 0.075 -2.956 -2.750
C 1.704 4.953 0.396
C -1.096 3.976 1.028
C 1.227 3.273 2.686
C -0.700 -0.002 -2.719
C -2.449 1.790 -1.354
C -0.337 2.768 -2.953
C 1.649 -2.278 1.030
C 1.069 -1.072 3.520
C 3.634 -0.830 2.379
H 3.130 -2.673 -3.243
H 1.432 -3.840 -1.861
H 1.650 5.667 1.204
H 1.336 5.257 -0.580
H 2.718 4.589 0.284
H -1.141 4.789 1.755
H -1.655 3.080 1.360
H -1.408 4.294 0.021
H 1.090 4.264 3.150
H 2.298 2.987 2.713
H 0.607 2.489 3.169
H -0.629 0.365 -3.760
H -1.671 -0.499 -2.539
H 0.125 -0.711 -2.514
H -2.612 2.864 -1.533
H -2.684 1.484 -0.317
H -2.955 1.161 -2.100
H -1.277 2.813 -3.507
H 0.487 2.437 -3.596
H -0.103 3.738 -2.495
H 2.266 -3.017 1.550
H 1.976 -2.169 -0.010
H 0.588 -2.548 1.050
H 1.776 -1.703 4.083
H 0.118 -1.594 3.328
H 0.880 -0.116 4.035
H 3.795 -1.856 2.749
H 3.839 -0.072 3.150
H 4.258 -0.593 1.502
C 5.329 2.103 0.190
C 5.424 3.386 -0.444
C 6.674 3.722 -0.990
C 7.607 2.699 -1.116
C 7.280 1.349 -0.884
C 6.077 1.021 -0.315
O 4.292 1.706 0.896
H 0.698 2.319 -0.559
H 4.648 4.199 -0.425
H 6.912 4.782 -1.187
H 8.600 2.957 -1.449
H 7.989 0.547 -1.064
H 5.791 0.022 -0.057
S -1.264 -0.077 1.278
C -2.225 -1.424 1.226
N -2.470 -2.189 2.313
C -3.396 -3.355 2.395
C -3.617 -3.956 1.057
C -3.902 -2.893 0.039
N -2.813 -1.858 0.082
H -2.069 -1.812 3.170
H -4.339 -2.996 2.848
H -2.945 -4.063 3.104
H -4.455 -4.620 1.090
H -2.757 -4.519 0.748
H -4.873 -2.377 0.234
H -3.933 -3.279 -1.000
H -2.731 -1.211 -0.714



2.
17
Properties=species:S:1:pos:R:3 method="wB97M-V/def2-TZVPD" energy_ev=-10908.701 smiles="C=C[C@@]1(O)[C@H](N)[C@@H]1O" lumo_ev=0.588 homo_lumo_gap_ev=9.64 e_above_lowest_ev=7.874 multiplicity=1
C -0.438 0.002 -0.697
C -0.513 1.364 0.005
C 0.375 0.134 0.284
C 0.523 -0.695 1.477
C -0.281 -1.779 1.960
H -1.056 -0.906 -2.344
H 0.589 -0.637 -2.433
H -1.077 -0.788 -0.187
H -1.588 1.746 0.296
H -0.041 2.354 -1.370
H 1.314 1.323 -0.750
H 1.584 -0.298 1.938
H -1.382 -1.962 1.815
H 0.030 -2.586 2.793
N -0.216 -0.126 -2.220
O 0.428 2.375 -0.507
O 1.749 0.479 -0.060



3.
18
Properties=species:S:1:pos:R:3 method="wB97M-V/def2-TZVPD" energy_ev=-8443.756 smiles="C/C=C/CCC[O-]" total_charge=-1 lumo_ev=3.565 homo_lumo_gap_ev=5.66 e_above_lowest_ev=3.115 multiplicity=1
C 1.712 0.132 2.147
O 2.424 -1.018 2.027
C 0.143 -0.209 1.734
C -0.162 -0.958 0.447
C 0.006 -0.172 -0.785
C -0.944 -0.127 -1.704
C -1.197 0.928 -2.698
H 2.130 0.992 1.657
H 1.758 0.302 3.172
H -0.120 -0.664 2.690
H -0.219 0.795 1.345
H 0.669 -1.823 0.352
H -1.190 -1.478 0.628
H 0.949 0.351 -0.531
H -1.914 -0.757 -1.541
H -0.216 1.182 -2.923
H -1.830 1.973 -2.608
H -2.003 0.552 -3.410